90
Properties=species:S:1:pos:R:3:mulliken_charge:R:1 method="wB97M-V/def2-TZVPD" lumo_ev=2.31 homo_lumo_gap_ev=8.504 molar_mass_g_mol=764.0 e_tot_ev=-156206.0580 total_charge=-1 relative_energy_ev=1.946
Ca -0.658 -0.043 -1.738 2.0910
C 1.103 -0.124 4.095 -1.2844
C 0.960 -0.958 2.870 -0.1260
C 1.171 -2.311 2.798 -0.8587
C 0.908 -2.651 1.463 -0.4439
N 0.556 -1.580 0.772 0.1110
N 0.580 -0.516 1.654 1.9428
B 0.333 0.856 0.936 -0.5283
N 1.558 1.796 0.882 0.5591
N 2.276 1.581 -0.260 -0.3260
C 3.355 2.316 -0.172 -0.3983
C 3.371 3.038 1.041 -1.0266
C 2.200 2.686 1.671 0.5935
C 1.674 3.297 2.928 -1.5432
C 4.389 2.334 -1.269 2.6107
C 4.548 3.770 -1.782 -1.7636
C 5.730 1.856 -0.696 -1.7899
C 3.968 1.421 -2.418 -1.9233
N -1.097 1.518 1.074 1.0725
N -1.798 1.473 -0.118 -0.0694
C -2.957 2.072 0.085 -0.9532
C -3.052 2.492 1.415 -0.4249
C -1.868 2.108 2.007 0.3326
C -1.540 2.261 3.451 -1.2841
C -3.987 2.189 -1.015 2.4881
C -4.668 0.831 -1.218 -1.4450
C -5.044 3.222 -0.620 -2.3214
C -3.323 2.629 -2.321 -1.5222
C 1.071 -4.021 0.849 2.7335
C 0.297 -5.046 1.686 -1.5843
C 2.561 -4.387 0.874 -1.9897
C 0.577 -4.053 -0.589 -1.7718
H 1.495 -0.759 4.890 0.4306
H 1.800 0.703 3.976 0.2502
H 0.153 0.279 4.441 0.0564
H 1.487 -2.950 3.605 0.5103
H 0.327 0.481 -0.155 -1.5571
H 4.102 3.743 1.401 0.5071
H 2.510 3.734 3.476 0.4087
H 0.973 4.108 2.705 0.2516
H 1.167 2.601 3.589 0.2535
H 4.865 4.443 -0.984 0.3416
H 5.297 3.806 -2.576 0.4374
H 3.606 4.145 -2.183 0.3714
H 6.066 2.500 0.118 0.3475
H 5.643 0.841 -0.308 0.3662
H 6.497 1.862 -1.474 0.4457
H 3.017 1.728 -2.856 0.2420
H 4.733 1.446 -3.197 0.5111
H 3.840 0.390 -2.089 0.2605
H -3.871 2.991 1.903 0.4418
H -2.379 2.758 3.937 0.4462
H -1.402 1.298 3.943 0.0897
H -0.649 2.861 3.639 0.0870
H -5.139 0.496 -0.292 0.3783
H -5.436 0.915 -1.990 0.4766
H -3.950 0.073 -1.535 0.1348
H -5.585 2.921 0.279 0.3604
H -4.602 4.203 -0.439 0.4364
H -5.773 3.322 -1.426 0.4587
H -2.601 1.897 -2.689 0.2128
H -4.081 2.735 -3.101 0.4308
H -2.814 3.586 -2.197 0.3316
H 0.667 -5.082 2.711 0.3370
H -0.766 -4.802 1.719 0.1528
H 0.406 -6.042 1.252 0.4579
H 2.944 -4.408 1.896 0.3525
H 2.713 -5.372 0.430 0.4771
H 3.149 -3.662 0.310 0.3761
H -0.490 -3.840 -0.644 0.3242
H 1.094 -3.327 -1.209 0.2283
H 0.743 -5.047 -1.010 0.4610
O 2.218 -0.210 -4.436 -0.6496
Cl 0.841 -0.307 -4.080 1.9088
O 0.015 -0.639 -5.188 -0.6297
O 0.684 -1.316 -2.981 -0.7109
O 0.391 0.972 -3.447 -0.8885
Br -2.557 -1.565 1.914 -0.0991
C -2.673 -2.566 0.301 -0.2266
C -3.044 -3.898 0.381 -0.6299
C -3.168 -4.597 -0.808 -0.5461
C -2.973 -3.936 -2.007 -0.7081
C -2.618 -2.597 -1.969 0.6411
N -2.419 -1.930 -0.821 0.4611
C -2.610 -1.769 -3.264 -0.1213
O -3.074 -2.296 -4.258 -0.7731
O -2.188 -0.575 -3.119 -0.5899
H -3.224 -4.355 1.342 0.5918
H -3.440 -5.646 -0.789 0.3837
H -3.109 -4.401 -2.971 0.5432